1.
{
  "formula": "C3HNO2PS",
  "method": "the ωB97M-V functional and the def2-TZVPD basis",
  "max_force_ev_per_a": 2.589,
  "homo_ha": -0.174,
  "homo_lumo_gap_ev": 7.3,
  "energy_ha": -1059.59149,
  "total_charge": -1,
  "e_above_lowest_kj_mol": 425.95,
  "symbols": ["C", "C", "C", "N", "O", "O", "P", "S", "H"],
  "xyz": [[-1.026, -0.597, -1.544], [0.412, 0.138, 0.462], [1.862, -0.151, 0.896], [-2.095, 1.076, 0.277], [2.725, 0.287, 0.149], [1.878, -0.748, 1.971], [-2.369, 0.204, -1.066], [-0.693, 1.090, 1.127], [-0.694, -1.299, -2.272]],
  "mulliken_charge": [-0.231, -0.013, 0.517, -0.332, -0.642, -0.640, -0.159, 0.103, 0.397]
}

2.
{
  "formula": "C21H34N6O4",
  "method": "the ωB97M-V functional and the def2-TZVPD basis",
  "max_force_ev_per_a": 1.397,
  "homo_ha": -0.307,
  "homo_lumo_gap_ev": 8.9,
  "energy_ha": -1450.20710,
  "total_charge": 0,
  "e_above_lowest_kj_mol": 13.29,
  "smiles": "CCCCCCn1c(CN2CCN(C(=O)OCC)CC2)nc2c1c(=O)n(C)c(=O)n2C",
  "symbols": ["C", "C", "C", "C", "C", "C", "N", "C", "C", "N", "C", "C", "N", "C", "O", "O", "C", "C", "C", "C", "N", "C", "C", "C", "O", "N", "C", "C", "O", "N", "C", "H", "H", "H", "H", "H", "H", "H", "H", "H", "H", "H", "H", "H", "H", "H", "H", "H", "H", "H", "H", "H", "H", "H", "H", "H", "H", "H", "H", "H", "H", "H", "H", "H", "H"],
  "xyz": [[-0.286, 0.311, -7.103], [0.698, 1.300, -6.487], [1.076, 0.956, -5.045], [-0.052, 1.235, -4.053], [0.213, 0.642, -2.670], [1.450, 1.243, -1.998], [1.622, 0.711, -0.670], [1.163, 1.169, 0.518], [0.339, 2.411, 0.688], [-0.824, 2.256, 1.539], [-1.716, 1.200, 1.090], [-3.015, 1.266, 1.896], [-2.720, 1.143, 3.303], [-2.900, 0.012, 4.024], [-2.495, -0.144, 5.152], [-3.624, -0.913, 3.347], [-3.979, -2.080, 4.085], [-5.195, -1.841, 4.967], [-1.792, 2.149, 3.770], [-0.503, 2.091, 2.950], [1.496, 0.378, 1.526], [2.189, -0.638, 0.972], [2.288, -0.467, -0.399], [2.987, -1.388, -1.238], [3.133, -1.318, -2.446], [3.519, -2.442, -0.489], [4.264, -3.464, -1.207], [3.429, -2.646, 0.882], [3.939, -3.613, 1.405], [2.736, -1.704, 1.612], [2.596, -1.845, 3.045], [-0.472, 0.564, -8.144], [0.118, -0.698, -7.062], [-1.238, 0.321, -6.579], [0.274, 2.306, -6.519], [1.608, 1.306, -7.092], [1.356, -0.098, -4.987], [1.953, 1.544, -4.768], [-0.979, 0.801, -4.429], [-0.203, 2.314, -3.967], [0.362, -0.436, -2.763], [-0.658, 0.808, -2.030], [1.375, 2.331, -1.947], [2.339, 0.970, -2.570], [-0.011, 2.751, -0.290], [0.963, 3.198, 1.123], [-1.937, 1.356, 0.031], [-1.266, 0.200, 1.215], [-3.695, 0.472, 1.594], [-3.489, 2.239, 1.732], [-3.125, -2.387, 4.698], [-4.184, -2.839, 3.326], [-4.960, -1.092, 5.720], [-6.033, -1.492, 4.369], [-5.473, -2.766, 5.465], [-1.584, 1.960, 4.823], [-2.262, 3.131, 3.654], [0.156, 2.908, 3.249], [0.010, 1.138, 3.136], [4.260, -3.193, -2.260], [5.284, -3.511, -0.828], [3.793, -4.436, -1.060], [3.119, -2.751, 3.342], [1.540, -1.916, 3.307], [3.025, -0.977, 3.543]],
  "mulliken_charge": [-1.188, -0.597, -0.336, -0.805, 0.434, -1.642, 0.293, 0.437, -1.068, 0.023, -0.028, -1.299, 0.164, 0.793, -0.644, -0.371, -0.287, -1.132, -1.301, -0.224, -0.476, 0.380, 0.106, 0.724, -0.734, -0.033, -1.171, 0.683, -0.671, -0.025, -1.042, 0.372, 0.295, 0.319, 0.322, 0.334, 0.285, 0.300, 0.314, 0.268, 0.324, -0.134, 0.379, 0.430, 0.473, 0.253, 0.231, 0.246, 0.453, 0.384, 0.331, 0.325, 0.309, 0.294, 0.387, 0.524, 0.357, 0.412, 0.221, 0.359, 0.333, 0.334, 0.392, 0.298, 0.313]
}

3.
{
  "formula": "C3H8O",
  "method": "the ωB97M-V functional and the def2-TZVPD basis",
  "max_force_ev_per_a": 0.545,
  "homo_ha": -0.364,
  "homo_lumo_gap_ev": 10.9,
  "energy_ha": -194.29174,
  "total_charge": 0,
  "e_above_lowest_kj_mol": 116.07,
  "smiles": "[H][H].CCC=O",
  "symbols": ["H", "H", "C", "C", "C", "O", "H", "H", "H", "H", "H", "H"],
  "xyz": [[1.371, 0.356, -2.638], [0.664, 0.562, -2.522], [0.605, -0.442, 1.317], [-0.417, -0.531, 0.184], [-0.989, 0.812, -0.200], [-1.284, 1.141, -1.324], [0.228, 0.177, 2.140], [1.547, -0.003, 0.972], [0.825, -1.433, 1.724], [-0.005, -1.006, -0.712], [-1.273, -1.142, 0.506], [-1.157, 1.510, 0.651]],
  "mulliken_charge": [0.188, -0.201, -1.097, -0.163, -0.021, -0.469, 0.322, 0.303, 0.301, 0.263, 0.264, 0.308]
}

4.
{
  "formula": "C4H8O3S",
  "method": "the ωB97M-V functional and the def2-TZVPD basis",
  "max_force_ev_per_a": 4.896,
  "homo_ha": -0.329,
  "homo_lumo_gap_ev": 9.7,
  "energy_ha": -781.07031,
  "total_charge": 0,
  "e_above_lowest_kj_mol": 165.22,
  "symbols": ["C", "C", "C", "C", "O", "O", "O", "S", "H", "H", "H", "H", "H", "H", "H", "H"],
  "xyz": [[1.488, 0.190, 0.015], [0.603, -1.105, 0.339], [0.771, 0.982, -1.080], [-0.722, -0.474, 0.625], [-2.040, 1.150, -1.021], [-0.800, -0.245, 1.910], [-1.758, -1.058, 0.040], [-0.816, 1.379, -0.248], [1.512, 0.781, 0.893], [2.463, -0.114, -0.288], [0.493, -1.647, -0.634], [0.790, -1.780, 1.099], [1.247, 2.002, -1.198], [0.716, 0.449, -2.030], [-1.706, -0.047, 2.110], [-2.241, -0.463, -0.530]],
  "mulliken_charge": [-0.818, -0.766, -0.526, 0.554, -0.685, -0.505, -0.570, 0.344, 0.381, 0.390, 0.268, 0.408, 0.337, 0.382, 0.392, 0.412]
}

Copy entry 4 word for word.
{
  "formula": "C4H8O3S",
  "method": "the ωB97M-V functional and the def2-TZVPD basis",
  "max_force_ev_per_a": 4.896,
  "homo_ha": -0.329,
  "homo_lumo_gap_ev": 9.7,
  "energy_ha": -781.07031,
  "total_charge": 0,
  "e_above_lowest_kj_mol": 165.22,
  "symbols": ["C", "C", "C", "C", "O", "O", "O", "S", "H", "H", "H", "H", "H", "H", "H", "H"],
  "xyz": [[1.488, 0.190, 0.015], [0.603, -1.105, 0.339], [0.771, 0.982, -1.080], [-0.722, -0.474, 0.625], [-2.040, 1.150, -1.021], [-0.800, -0.245, 1.910], [-1.758, -1.058, 0.040], [-0.816, 1.379, -0.248], [1.512, 0.781, 0.893], [2.463, -0.114, -0.288], [0.493, -1.647, -0.634], [0.790, -1.780, 1.099], [1.247, 2.002, -1.198], [0.716, 0.449, -2.030], [-1.706, -0.047, 2.110], [-2.241, -0.463, -0.530]],
  "mulliken_charge": [-0.818, -0.766, -0.526, 0.554, -0.685, -0.505, -0.570, 0.344, 0.381, 0.390, 0.268, 0.408, 0.337, 0.382, 0.392, 0.412]
}

What did the third record say?
{
  "formula": "C3H8O",
  "method": "the ωB97M-V functional and the def2-TZVPD basis",
  "max_force_ev_per_a": 0.545,
  "homo_ha": -0.364,
  "homo_lumo_gap_ev": 10.9,
  "energy_ha": -194.29174,
  "total_charge": 0,
  "e_above_lowest_kj_mol": 116.07,
  "smiles": "[H][H].CCC=O",
  "symbols": ["H", "H", "C", "C", "C", "O", "H", "H", "H", "H", "H", "H"],
  "xyz": [[1.371, 0.356, -2.638], [0.664, 0.562, -2.522], [0.605, -0.442, 1.317], [-0.417, -0.531, 0.184], [-0.989, 0.812, -0.200], [-1.284, 1.141, -1.324], [0.228, 0.177, 2.140], [1.547, -0.003, 0.972], [0.825, -1.433, 1.724], [-0.005, -1.006, -0.712], [-1.273, -1.142, 0.506], [-1.157, 1.510, 0.651]],
  "mulliken_charge": [0.188, -0.201, -1.097, -0.163, -0.021, -0.469, 0.322, 0.303, 0.301, 0.263, 0.264, 0.308]
}